Record 1
{
  "formula": "C33H14BrF4N14STi",
  "method": "wB97M-V/def2-TZVPD",
  "elements": ["Ti", "N", "C", "S", "N", "N", "C", "C", "C", "C", "C", "C", "N", "H", "H", "H", "H", "H", "H", "H", "N", "C", "C", "C", "N", "C", "N", "F", "C", "C", "F", "C", "C", "C", "F", "C", "C", "C", "N", "C", "N", "F", "C", "C", "N", "C", "N", "Br", "N", "C", "C", "C", "C", "C", "C", "C", "N", "C", "C", "N", "C", "H", "H", "H", "H", "H", "H", "H"],
  "xyz": [[1.041156, -1.854818, 1.557925], [-0.255448, -0.028004, 5.320273], [0.380820, -0.835785, 4.459412], [-0.597593, -1.836919, 3.377336], [1.683084, -0.862344, 4.434332], [2.043022, -1.782734, 3.478326], [2.946302, -2.641452, 3.737999], [3.027170, -3.765143, 2.812058], [3.993987, -4.741781, 2.892067], [3.901876, -5.839193, 2.042659], [2.835408, -5.922175, 1.166322], [1.916378, -4.881935, 1.125800], [2.013260, -3.817432, 1.919799], [-1.253678, -0.091395, 5.417658], [0.274557, 0.441289, 6.036536], [3.545656, -2.579735, 4.639555], [4.796047, -4.649124, 3.610861], [4.647090, -6.621963, 2.079196], [2.707384, -6.770456, 0.510247], [1.083487, -4.901767, 0.438727], [-0.745802, -2.063073, 0.662261], [-1.718753, -1.705351, 0.116624], [-2.789404, -1.229131, -0.569474], [-2.689393, -1.221490, -1.987773], [-2.519980, -1.196483, -3.126665], [-3.826637, -0.577930, 0.158588], [-4.613960, -0.021442, 0.786270], [0.943679, -1.292742, -5.993135], [0.605743, -0.408875, -5.067545], [0.162956, 0.800892, -5.440807], [0.072726, 1.081161, -6.726793], [-0.202787, 1.841405, -4.486524], [-0.093434, 1.432943, -3.093107], [0.337777, 0.223424, -2.733166], [0.368891, -0.080163, -1.427728], [0.719878, -0.804955, -3.678756], [1.148150, -2.035198, -3.287864], [1.172312, -2.437370, -1.912539], [1.164864, -2.804848, -0.826088], [1.594192, -3.074962, -4.168434], [1.933266, -3.969791, -4.802672], [-0.466646, 2.278086, -2.140376], [-0.589016, 3.085568, -4.864289], [-0.877813, 4.138304, -3.927397], [-1.064895, 4.996813, -3.189428], [-0.718237, 3.501371, -6.232056], [-0.872726, 3.879589, -7.304549], [3.217569, -1.175317, 0.653386], [-5.557747, 6.278682, 0.086138], [-4.676200, 5.587715, 0.336616], [-3.570574, 4.721477, 0.651282], [-2.295219, 5.035617, 0.187015], [-1.234851, 4.193688, 0.472440], [-1.460862, 3.061555, 1.240250], [-2.723246, 2.743930, 1.716327], [-3.787086, 3.573647, 1.407688], [-0.372158, 2.172661, 1.518770], [0.937934, 2.496173, 1.814668], [1.606903, 1.322282, 1.914982], [0.725674, 0.279474, 1.685856], [-0.448935, 0.843009, 1.440197], [-2.141703, 5.913673, -0.422024], [-0.247022, 4.410420, 0.085728], [-2.882016, 1.855562, 2.313518], [-4.781597, 3.333158, 1.756135], [1.254875, 3.513352, 1.958533], [2.639855, 1.151763, 2.157878], [-1.368511, 0.334591, 1.230946]],
  "forces_ev_per_a": [[0.04, -0.06, 0.14], [-0.09, -0.09, -0.07], [0.06, 0.11, 0.13], [0.16, 0.07, 0.00], [-0.16, -0.02, -0.14], [0.11, -0.19, -0.09], [0.00, 0.19, -0.11], [0.05, 0.03, 0.00], [-0.03, -0.09, 0.01], [-0.05, 0.00, -0.04], [0.01, 0.05, 0.05], [0.03, -0.08, 0.01], [-0.05, 0.07, -0.15], [0.03, 0.01, 0.02], [0.02, 0.00, 0.00], [-0.10, -0.05, 0.07], [-0.01, -0.01, 0.01], [0.00, 0.00, 0.00], [0.00, 0.00, 0.00], [0.01, 0.00, 0.00], [-0.18, -0.09, 0.31], [0.01, -0.10, -0.24], [0.07, 0.01, 0.14], [-0.02, 0.11, 0.01], [0.07, 0.00, -0.03], [0.02, -0.08, -0.13], [-0.01, 0.03, 0.06], [-0.04, 0.08, 0.07], [0.04, -0.10, -0.05], [-0.02, 0.09, -0.04], [0.02, -0.04, 0.08], [0.06, -0.13, 0.05], [-0.09, 0.15, 0.00], [-0.12, -0.23, 0.22], [0.01, 0.14, -0.27], [0.02, 0.17, 0.04], [0.12, -0.15, 0.05], [-0.11, -0.04, -0.13], [0.15, 0.14, 0.19], [-0.19, 0.02, -0.05], [0.09, -0.01, 0.02], [0.05, -0.04, -0.09], [-0.01, 0.17, -0.05], [0.10, -0.17, 0.06], [-0.06, 0.06, 0.00], [-0.09, -0.10, 0.04], [0.04, 0.07, -0.02], [0.06, 0.07, 0.07], [-0.03, 0.02, -0.01], [0.03, -0.03, 0.01], [-0.01, 0.04, -0.02], [0.02, -0.09, -0.03], [0.02, 0.04, 0.04], [0.04, 0.01, 0.03], [-0.02, 0.02, -0.04], [0.02, -0.04, 0.04], [0.01, 0.00, -0.20], [-0.01, -0.01, 0.05], [-0.01, 0.02, 0.10], [0.03, 0.00, -0.29], [0.01, 0.03, 0.26], [0.01, 0.04, -0.02], [-0.03, -0.01, -0.01], [-0.02, 0.02, 0.01], [0.00, -0.01, -0.01], [0.01, 0.00, -0.01], [-0.02, -0.02, -0.03], [-0.07, 0.00, -0.03]],
  "e_homo_ha": [-0.431, -0.431],
  "charge": 1,
  "homo_lumo_gap_ev": [6.057, 6.056],
  "total_energy_ev": -170164.28313
}


Record 2
{
  "formula": "C14H17N3O5",
  "method": "wB97M-V/def2-TZVPD",
  "elements": ["C", "C", "C", "C", "O", "N", "N", "C", "O", "C", "C", "O", "N", "C", "C", "C", "C", "C", "C", "C", "O", "O", "H", "H", "H", "H", "H", "H", "H", "H", "H", "H", "H", "H", "H", "H", "H", "H", "H"],
  "xyz": [[3.688045, 1.503434, 4.741298], [2.723078, 0.838785, 3.624615], [2.256852, 1.822931, 2.634291], [1.410548, 1.303507, 1.686237], [1.924060, 0.805545, 0.565486], [0.162183, 1.470395, 2.187281], [-0.888217, 0.883856, 1.590702], [-0.913601, -0.796840, 1.727729], [-0.220906, -1.397673, 2.517947], [-2.079992, -1.320722, 0.821583], [-2.211958, -0.874145, -0.390781], [-2.188887, 0.281455, -0.643305], [-1.743880, -1.730226, -1.624218], [-1.821127, -1.428417, -2.838074], [-2.317625, -2.224910, -3.845581], [-2.290027, -1.667582, -5.122803], [-1.408548, -0.615730, -5.659894], [-0.781143, 0.085112, -4.577632], [-0.970232, -0.493322, -3.283939], [-0.133106, 0.469422, -2.202720], [0.265685, 1.508645, -2.310589], [0.361395, -0.302081, -1.168744], [0.900274, 0.084956, -0.600685], [-0.257130, 0.940086, -4.767472], [-1.357803, -0.751753, -6.518581], [-2.844425, -2.418503, -5.983760], [-2.924870, -2.856735, -3.642611], [-2.030207, -2.827754, -1.213134], [-1.989948, -2.279924, 0.988601], [-3.074675, -0.970515, 1.300932], [-1.421850, 0.981822, 0.796917], [0.025780, 1.570024, 3.141395], [3.201066, 2.246389, 2.167994], [2.036896, 2.849409, 3.179258], [1.952666, 0.544618, 4.270227], [3.063146, -0.053747, 3.310656], [3.394723, 2.130011, 5.287999], [4.492757, 2.010705, 4.313869], [4.011006, 0.679471, 5.539507]],
  "forces_ev_per_a": [[3.83, -11.76, -6.49], [0.57, 3.29, 4.61], [6.31, 5.44, 2.74], [0.57, -1.73, -5.46], [-3.46, 1.93, 4.96], [-0.66, -1.01, -4.67], [-0.44, -7.38, 3.51], [0.87, 4.38, 0.68], [-1.72, 1.07, -2.01], [-1.14, 0.60, 9.37], [3.57, 1.35, -12.11], [-1.83, 2.97, -0.33], [-3.57, -6.54, 13.93], [1.15, -0.15, -6.33], [4.72, 9.14, -3.76], [0.38, -2.89, -3.67], [-2.77, -0.64, 17.69], [-2.89, -4.41, -1.22], [3.34, 7.70, 0.45], [-1.32, -9.82, 1.10], [1.67, 8.38, -2.08], [-5.34, -4.56, -5.13], [4.35, 3.87, 4.10], [1.76, 1.96, 0.08], [1.41, -0.27, -14.21], [1.54, 2.39, 2.36], [-7.20, -8.36, 2.30], [1.06, 3.80, -2.51], [-0.01, -5.31, 0.36], [1.57, -0.58, 0.00], [-0.50, 2.24, -2.62], [0.20, 0.57, 1.97], [-0.88, -0.94, -0.20], [-0.83, -2.21, -0.87], [-1.93, -0.52, 0.72], [1.77, -2.70, -1.77], [-6.01, 9.23, 7.64], [2.02, 0.05, -1.03], [-0.16, 1.42, -2.10]],
  "e_homo_ha": -0.311,
  "homo_lumo_gap_ev": 8.473,
  "total_energy_ev": -29489.26421,
  "smiles": "CCCC(=O)NNC(=O)CC(=O)Nc1ccccc1C(=O)O"
}


Record 3
{
  "formula": "C24H21O",
  "method": "wB97M-V/def2-TZVPD",
  "elements": ["C", "O", "C", "C", "C", "C", "C", "C", "C", "C", "C", "C", "C", "C", "C", "H", "H", "H", "H", "H", "H", "H", "H", "H", "H", "H", "H", "H", "C", "C", "C", "C", "C", "C", "C", "C", "C", "C", "H", "H", "H", "H", "H", "H", "H", "H"],
  "xyz": [[-0.091002, 5.763374, 0.572393], [-1.220649, 4.918572, 0.548436], [-1.029362, 3.634099, 1.032063], [-2.115968, 2.744500, 0.918876], [-2.022813, 1.448788, 1.334396], [-0.828789, 0.928020, 1.895092], [-0.820604, -0.436524, 2.266727], [0.218919, -1.320605, 2.677683], [-0.150061, -2.620600, 3.085439], [0.785807, -3.538995, 3.490478], [2.126586, -3.200942, 3.501677], [2.527350, -1.945378, 3.078542], [1.596843, -1.022758, 2.661426], [0.242457, 1.845176, 2.056314], [0.148915, 3.143860, 1.631598], [-0.371033, 6.730225, 0.150098], [0.242827, 5.918954, 1.598316], [0.707799, 5.338122, -0.036254], [-3.027611, 3.114994, 0.481884], [-2.869903, 0.792123, 1.228764], [-1.789095, -0.908753, 2.213304], [-1.190496, -2.894931, 3.065930], [0.476693, -4.526059, 3.796812], [2.857753, -3.919905, 3.831858], [3.577593, -1.698359, 3.067167], [1.939111, -0.088005, 2.263813], [1.122256, 1.535755, 2.586521], [0.978922, 3.812915, 1.777939], [-3.549133, -0.917492, 5.217406], [-2.877147, -0.288972, 6.254721], [-3.639083, 0.774003, 6.706887], [-4.818936, 0.832840, 5.951823], [-4.763332, -0.255925, 4.988311], [-5.697580, -0.614727, 4.013040], [-6.902292, -0.002254, 3.738020], [-7.474920, 1.099547, 4.359093], [-7.004744, 1.877466, 5.411014], [-5.830421, 1.774421, 6.128794], [-3.200405, -1.778526, 4.673846], [-1.916430, -0.569717, 6.659022], [-3.381840, 1.453088, 7.506293], [-5.431870, -1.471404, 3.413671], [-7.474457, -0.441725, 2.931431], [-8.435731, 1.393814, 3.958701], [-7.658233, 2.684233, 5.708785], [-5.663495, 2.494613, 6.913833]],
  "forces_ev_per_a": [[0.61, 0.60, 0.00], [-0.08, -2.80, 0.91], [-0.54, 1.00, -0.64], [-0.21, 0.45, -0.24], [0.05, 0.09, 0.06], [0.16, -0.42, 0.25], [0.35, 0.65, -0.13], [0.19, -0.08, 0.01], [-0.26, 0.27, -0.14], [-0.12, -0.29, 0.12], [-0.06, -0.06, 0.10], [0.18, 0.28, -0.05], [-0.03, 0.06, -0.10], [-0.24, 0.00, 0.00], [0.18, 0.51, -0.09], [-0.18, -0.28, 0.05], [0.10, 0.04, -0.01], [0.08, 0.03, 0.05], [-0.16, 0.06, -0.07], [-0.20, -0.08, -0.05], [-0.28, -0.10, -0.04], [-0.26, -0.04, 0.05], [-0.06, -0.07, 0.03], [0.13, -0.11, 0.02], [0.07, 0.06, -0.06], [0.14, 0.14, -0.05], [0.20, 0.10, 0.04], [0.17, 0.01, 0.09], [0.02, -0.36, -0.54], [0.28, 0.05, 0.16], [-0.19, 0.53, 0.31], [-0.17, 0.93, 0.73], [-0.01, -0.86, -0.84], [0.46, 0.42, 0.68], [-0.18, -0.07, -0.23], [0.16, 0.00, 0.10], [-0.41, 0.20, -0.11], [0.45, -0.67, -0.32], [-0.04, -0.21, -0.08], [0.04, -0.09, -0.01], [-0.03, -0.01, 0.00], [0.01, -0.21, -0.15], [-0.09, 0.01, -0.02], [-0.09, 0.06, 0.02], [-0.10, 0.10, 0.03], [-0.02, 0.17, 0.16]],
  "e_homo_ha": -0.354,
  "charge": 1,
  "homo_lumo_gap_ev": 4.097,
  "total_energy_ev": -27267.40172
}


Record 4
{
  "formula": "C26H28N3O7OsPS2",
  "method": "wB97M-V/def2-TZVPD",
  "elements": ["Os", "O", "C", "C", "C", "C", "C", "C", "C", "O", "N", "N", "C", "C", "C", "C", "C", "C", "C", "O", "H", "H", "H", "H", "H", "H", "H", "H", "H", "H", "O", "C", "O", "C", "C", "C", "C", "C", "N", "H", "H", "H", "H", "C", "C", "C", "O", "P", "S", "S", "O", "C", "C", "C", "H", "H", "H", "H", "H", "H", "H", "H", "H", "H", "H", "H", "H", "H"],
  "xyz": [[1.175055, -1.787431, 0.396301], [1.387562, 2.727118, -0.053876], [0.654763, 2.937085, 1.061822], [0.182029, 4.231838, 1.270453], [-0.580981, 4.523382, 2.383828], [-0.883510, 3.533738, 3.317164], [-0.404428, 2.255034, 3.119837], [0.364156, 1.936134, 1.998125], [0.851510, 0.563547, 1.829162], [1.119536, 0.177047, 0.578019], [1.004957, -0.233977, 2.831823], [1.463209, -1.454166, 2.349270], [2.176193, -2.167835, 3.156526], [3.013388, -3.233255, 2.695722], [3.612577, -4.062075, 3.666285], [4.485406, -5.057172, 3.315955], [4.810608, -5.239021, 1.964492], [4.269611, -4.432249, 0.995788], [3.370558, -3.407163, 1.334630], [2.929375, -2.655948, 0.332217], [1.438742, 1.765971, -0.200456], [0.425956, 4.986393, 0.534627], [-0.951267, 5.530869, 2.525149], [-1.486293, 3.761155, 4.185562], [-0.624716, 1.467773, 3.828940], [2.186732, -1.878146, 4.203627], [3.358604, -3.899158, 4.706622], [4.921413, -5.694647, 4.072153], [5.493891, -6.028187, 1.678620], [4.502668, -4.564915, -0.051530], [1.065056, -5.520614, -1.135320], [0.963226, -4.335025, -0.918424], [0.724315, -3.797380, 0.243914], [1.069376, -3.327796, -2.048319], [1.009263, -3.708162, -3.373973], [1.061979, -2.723023, -4.347363], [1.182629, -1.396730, -3.965827], [1.232735, -1.091584, -2.618996], [1.176589, -2.041387, -1.688093], [0.919688, -4.759548, -3.606220], [1.005318, -2.987226, -5.395077], [1.219007, -0.600390, -4.695248], [1.306047, -0.073702, -2.259344], [-4.400672, 3.078255, 0.548573], [-3.553576, 1.823190, 0.560873], [-4.226821, 0.651801, 1.244798], [-3.274336, 1.485918, -0.822681], [-1.748356, 1.001682, -1.152535], [-1.867933, -1.130822, -1.358585], [-1.137394, -1.731020, 0.472043], [-1.769462, 1.191848, -2.769324], [-1.617964, 2.491037, -3.383980], [-0.456378, 3.264800, -2.786461], [-2.918500, 3.272308, -3.349020], [-4.652038, 3.376647, 1.567192], [-5.327706, 2.901365, -0.000070], [-3.863699, 3.899130, 0.072284], [-2.603774, 2.036336, 1.055439], [-5.155064, 0.396957, 0.730278], [-4.460664, 0.908591, 2.279564], [-3.579527, -0.225588, 1.246898], [-1.383033, 2.241069, -4.420834], [-0.632058, 3.520244, -1.738290], [-0.320294, 4.195857, -3.338901], [0.472852, 2.696991, -2.839769], [-3.139963, 3.626613, -2.342515], [-3.748991, 2.651690, -3.682073], [-2.837190, 4.135903, -4.011496]],
  "forces_ev_per_a": [[-0.69, -0.16, -0.51], [0.01, -0.03, -0.04], [-0.11, 0.05, -0.08], [-0.01, -0.06, 0.02], [-0.02, 0.00, 0.02], [0.00, 0.02, -0.04], [0.00, -0.01, 0.03], [0.02, 0.07, 0.13], [-0.15, 0.04, -0.17], [0.51, -0.06, -0.02], [0.04, -0.08, 0.06], [-0.23, -0.02, 0.23], [0.16, -0.05, -0.14], [-0.05, 0.01, 0.09], [0.01, -0.06, 0.00], [-0.01, 0.04, 0.03], [0.00, -0.01, -0.07], [0.02, -0.01, 0.10], [-0.07, -0.05, -0.11], [0.14, 0.31, 0.32], [0.02, 0.03, 0.09], [0.00, 0.02, 0.00], [0.01, 0.00, 0.00], [0.00, 0.01, 0.00], [0.02, 0.00, -0.01], [0.08, 0.05, -0.02], [-0.01, -0.01, 0.01], [0.00, 0.00, 0.01], [0.00, 0.00, 0.00], [0.01, 0.00, 0.00], [-0.03, 0.03, -0.15], [-0.10, 0.06, 0.15], [0.23, 0.05, 0.02], [0.04, 0.04, -0.08], [0.05, 0.04, -0.04], [0.00, -0.08, -0.02], [-0.01, 0.08, 0.05], [0.02, -0.01, -0.03], [-0.17, -0.25, 0.16], [0.00, 0.00, 0.02], [0.00, 0.01, 0.00], [0.00, 0.00, 0.00], [-0.02, 0.01, -0.02], [-0.03, -0.01, -0.01], [-0.08, 0.04, -0.16], [-0.04, -0.01, -0.01], [0.13, -0.14, 0.17], [0.06, -0.02, 0.01], [-0.25, -0.06, -0.06], [0.33, 0.03, 0.06], [-0.03, 0.05, -0.02], [0.05, 0.00, -0.02], [-0.02, 0.08, 0.00], [0.00, 0.03, -0.01], [0.01, -0.01, 0.01], [0.01, 0.00, 0.00], [-0.01, 0.00, 0.00], [0.16, 0.03, 0.10], [0.01, 0.00, 0.00], [0.00, 0.00, 0.00], [0.00, 0.01, 0.00], [0.00, 0.02, 0.00], [-0.01, -0.02, -0.05], [0.01, 0.00, -0.01], [-0.01, -0.02, 0.01], [0.00, -0.01, 0.00], [0.01, -0.01, -0.01], [-0.01, 0.01, 0.00]],
  "e_homo_ha": [-0.302, -0.302],
  "homo_lumo_gap_ev": [6.682, 6.683],
  "total_energy_ev": -79649.16914
}